The following is a quantum chemistry calculation of a structure of composition C24H74AsF6N6O10 in a non-equilibrium geometry, from the OMol25 dataset.

Electronic energy ... -132647.11632 eV
Spin multiplicity ... 2
Total charge ... -2
Orbital gap (alpha / beta) ... 2.853 / 7.162 eV

Positions of all 121 atoms, in Å:
As (0.515, -0.724, 0.736)
F (0.584, -1.771, 2.210)
F (0.306, 0.750, 1.825)
F (0.588, 0.421, -0.675)
F (0.629, -2.152, -0.376)
F (-1.271, -0.824, 0.645)
F (2.324, -0.697, 0.751)
O (3.703, -1.019, 3.158)
H (3.563, -0.883, 2.221)
H (4.639, -0.867, 3.286)
O (-2.477, -2.520, 2.334)
H (-3.405, -2.309, 2.434)
H (-2.155, -1.890, 1.690)
O (-0.129, -4.468, 2.644)
H (-0.433, -4.954, 1.877)
H (-0.767, -3.762, 2.748)
O (2.249, -3.351, 3.473)
H (2.676, -2.505, 3.613)
H (1.500, -3.151, 2.912)
C (1.240, 3.697, -1.385)
C (-0.159, 4.316, -1.285)
C (-0.312, 5.723, -1.968)
O (0.279, 6.733, -1.147)
C (0.285, 8.082, -1.647)
N (-1.079, 3.321, -1.832)
H (1.390, 3.448, -2.435)
H (1.357, 2.773, -0.817)
H (2.007, 4.350, -0.968)
H (-0.431, 4.458, -0.239)
H (-1.345, 5.963, -2.222)
H (0.172, 5.632, -2.940)
H (1.028, 8.601, -1.042)
H (-0.722, 8.493, -1.575)
H (0.653, 8.089, -2.673)
H (-0.711, 3.087, -2.743)
H (-1.029, 2.484, -1.269)
C (-7.020, 3.167, 0.782)
C (-6.239, 2.672, 1.997)
C (-4.762, 2.276, 1.730)
O (-4.124, 1.930, 2.948)
C (-2.705, 1.794, 2.747)
N (-6.310, 3.646, 3.026)
H (-6.433, 3.899, 0.227)
H (-7.948, 3.682, 1.035)
H (-7.326, 2.401, 0.070)
H (-6.849, 1.817, 2.286)
H (-4.282, 3.124, 1.241)
H (-4.698, 1.404, 1.080)
H (-2.235, 1.389, 3.643)
H (-2.159, 2.666, 2.385)
H (-2.591, 0.979, 2.032)
H (-6.388, 4.490, 2.477)
H (-5.402, 3.577, 3.463)
C (-1.622, -4.728, -4.340)
C (-0.441, -4.366, -3.384)
C (0.826, -3.853, -4.173)
O (1.497, -4.949, -4.778)
C (2.743, -4.685, -5.409)
N (-0.896, -3.386, -2.404)
H (-1.251, -5.190, -5.255)
H (-2.094, -3.882, -4.840)
H (-2.478, -5.237, -3.897)
H (-0.101, -5.235, -2.821)
H (1.476, -3.326, -3.474)
H (0.557, -3.083, -4.897)
H (2.727, -3.762, -5.987)
H (2.928, -5.448, -6.165)
H (3.541, -4.725, -4.667)
H (-0.169, -3.128, -1.752)
H (-1.066, -2.508, -2.875)
C (3.257, 2.465, 4.028)
C (2.386, 1.806, 5.076)
C (1.316, 2.718, 5.765)
O (1.831, 3.763, 6.514)
C (2.646, 3.382, 7.583)
N (1.849, 0.691, 4.382)
H (4.112, 1.862, 3.725)
H (3.834, 3.247, 4.522)
H (2.838, 2.895, 3.118)
H (2.948, 1.362, 5.897)
H (0.760, 2.000, 6.368)
H (0.634, 3.130, 5.020)
H (3.581, 2.889, 7.318)
H (2.055, 2.832, 8.316)
H (3.024, 4.323, 7.983)
H (1.194, 1.040, 3.697)
H (2.649, 0.216, 3.990)
C (4.806, -4.426, 0.242)
C (3.827, -3.354, 0.031)
C (4.016, -2.637, -1.355)
O (5.303, -2.068, -1.553)
C (5.522, -1.707, -2.922)
N (2.500, -3.926, -0.005)
H (4.770, -5.067, -0.638)
H (4.572, -4.985, 1.148)
H (5.786, -3.954, 0.306)
H (3.982, -2.603, 0.805)
H (3.266, -1.856, -1.470)
H (3.810, -3.474, -2.021)
H (5.606, -2.629, -3.498)
H (6.389, -1.053, -3.008)
H (4.623, -1.160, -3.206)
H (1.862, -3.206, -0.314)
H (2.540, -4.539, -0.806)
C (-5.008, -0.449, -2.080)
C (-3.793, -1.292, -2.615)
C (-2.450, -0.511, -2.664)
O (-1.619, -0.932, -3.781)
C (-0.409, -0.205, -3.906)
N (-3.680, -2.599, -1.915)
H (-4.816, 0.078, -1.145)
H (-5.825, -1.112, -1.795)
H (-5.371, 0.235, -2.847)
H (-4.134, -1.561, -3.615)
H (-1.861, -0.717, -1.770)
H (-2.595, 0.564, -2.768)
H (0.318, -0.372, -3.111)
H (-0.626, 0.863, -3.894)
H (-0.036, -0.311, -4.925)
H (-3.106, -2.509, -1.089)
H (-3.048, -3.142, -2.485)

=====

The following is a quantum chemistry calculation of a structure of composition C24H74CaN12O6P4 in a non-equilibrium geometry, from the OMol25 dataset.

Electronic energy ... -111857.40692 eV
Spin multiplicity ... 1
Total charge ... 0
Relative energy (zero: lowest compared OMol25 entry of this formula, charge and spin) ... 0.838 eV
Orbital gap ... 7.488 eV

Positions of all 121 atoms, in Å:
Ca (-24.205, 11.881, -2.300)
O (-22.897, 12.369, -4.077)
H (-21.947, 12.359, -4.133)
O (-25.508, 11.256, -0.647)
H (-25.145, 10.577, -0.074)
O (-24.601, 9.845, -3.385)
P (-25.386, 9.062, -4.372)
N (-25.720, 10.023, -5.718)
C (-24.945, 11.237, -6.028)
C (-26.555, 9.429, -6.775)
N (-26.872, 8.569, -3.833)
C (-27.711, 9.548, -3.179)
C (-27.561, 7.378, -4.309)
N (-24.616, 7.700, -4.954)
C (-24.419, 6.580, -4.047)
C (-23.662, 7.787, -6.050)
H (-25.353, 11.745, -6.903)
H (-23.883, 11.006, -6.019)
H (-25.116, 11.995, -5.258)
H (-26.140, 8.452, -7.032)
H (-26.592, 10.044, -7.673)
H (-27.589, 9.405, -6.418)
H (-27.326, 10.567, -3.315)
H (-28.746, 9.594, -3.521)
H (-27.668, 9.488, -2.087)
H (-28.541, 7.668, -4.695)
H (-27.102, 6.838, -5.139)
H (-27.641, 6.649, -3.497)
H (-24.502, 6.846, -2.992)
H (-25.203, 5.816, -4.183)
H (-23.526, 6.006, -4.290)
H (-24.037, 8.522, -6.762)
H (-23.676, 6.811, -6.542)
H (-22.654, 8.057, -5.724)
O (-22.120, 11.238, -0.917)
P (-21.106, 10.218, -0.699)
N (-20.622, 9.366, -2.066)
C (-21.628, 8.393, -2.539)
C (-19.913, 10.020, -3.120)
N (-21.495, 9.037, 0.437)
C (-22.398, 9.507, 1.481)
C (-20.921, 7.729, 0.698)
N (-19.701, 10.926, -0.093)
C (-18.465, 10.184, 0.102)
C (-19.620, 12.357, 0.122)
H (-21.135, 7.486, -2.898)
H (-22.245, 8.826, -3.326)
H (-22.286, 8.113, -1.716)
H (-20.392, 9.858, -4.090)
H (-18.869, 9.714, -3.293)
H (-19.801, 11.108, -3.041)
H (-21.866, 9.907, 2.348)
H (-23.125, 10.249, 1.137)
H (-23.100, 8.727, 1.793)
H (-19.947, 7.793, 1.193)
H (-21.563, 7.129, 1.340)
H (-20.805, 7.211, -0.257)
H (-17.764, 10.397, -0.713)
H (-18.001, 10.509, 1.035)
H (-18.596, 9.105, 0.134)
H (-19.588, 12.935, -0.811)
H (-18.691, 12.592, 0.643)
H (-20.486, 12.745, 0.664)
O (-26.105, 12.984, -3.064)
P (-27.073, 14.030, -3.451)
N (-28.478, 13.490, -4.141)
C (-28.492, 12.951, -5.508)
C (-29.581, 13.089, -3.283)
N (-26.427, 15.091, -4.579)
C (-27.192, 15.942, -5.474)
C (-24.949, 15.157, -4.648)
N (-27.494, 14.980, -2.135)
C (-27.110, 14.559, -0.783)
C (-28.515, 16.013, -2.208)
H (-27.473, 12.947, -5.890)
H (-29.152, 13.556, -6.130)
H (-28.858, 11.924, -5.454)
H (-29.703, 13.742, -2.425)
H (-29.390, 12.093, -2.853)
H (-30.520, 12.904, -3.806)
H (-28.230, 15.656, -5.621)
H (-27.218, 16.965, -5.070)
H (-26.621, 15.964, -6.406)
H (-24.678, 16.081, -5.166)
H (-24.564, 15.153, -3.635)
H (-24.581, 14.358, -5.290)
H (-26.073, 14.235, -0.824)
H (-27.173, 15.418, -0.108)
H (-27.775, 13.811, -0.347)
H (-29.294, 15.784, -1.472)
H (-28.952, 16.118, -3.198)
H (-28.088, 16.968, -1.885)
O (-23.672, 14.067, -1.650)
P (-22.852, 15.099, -0.979)
N (-21.229, 14.995, -1.275)
C (-20.297, 15.958, -0.701)
C (-20.868, 14.599, -2.661)
N (-22.996, 14.912, 0.689)
C (-23.937, 13.930, 1.243)
C (-22.572, 15.961, 1.638)
N (-23.269, 16.718, -1.265)
C (-24.490, 17.201, -0.613)
C (-22.790, 17.524, -2.386)
H (-20.049, 15.698, 0.328)
H (-20.701, 16.979, -0.777)
H (-19.379, 16.107, -1.268)
H (-21.610, 15.002, -3.354)
H (-20.868, 13.525, -2.804)
H (-19.896, 14.974, -2.978)
H (-24.277, 13.167, 0.536)
H (-23.428, 13.469, 2.088)
H (-24.886, 14.441, 1.454)
H (-21.710, 15.524, 2.143)
H (-22.454, 16.929, 1.162)
H (-23.368, 16.080, 2.380)
H (-24.794, 16.518, 0.175)
H (-24.300, 18.201, -0.215)
H (-25.309, 17.285, -1.335)
H (-23.527, 17.407, -3.182)
H (-21.810, 17.166, -2.695)
H (-22.660, 18.573, -2.115)